[1]
{
  "formula": "C3H8N4O",
  "method": "wB97M-V/def2-TZVPD",
  "species": ["C", "C", "C", "H", "H", "H", "H", "H", "H", "H", "H", "N", "N", "N", "N", "O"],
  "positions_angstrom": [[-2.54169, -0.22676, 0.74294], [-1.34019, -0.61975, -0.15874], [2.01061, 0.17313, 0.06196], [-4.29501, 1.00709, -0.57445], [-2.55847, 1.01299, -1.13167], [-3.15934, -1.47841, 1.15884], [-2.48990, 0.60525, 1.82384], [-1.44884, -1.50736, -0.81464], [4.04536, -0.09313, 0.29819], [3.06738, -1.01936, -0.99542], [1.29358, 1.91390, 0.25400], [-3.31350, 0.42072, -0.46419], [-0.31550, 0.00294, 0.19388], [3.07036, -0.77532, 0.20221], [2.09077, 1.48911, 0.04111], [0.75599, -0.54536, -0.46332]],
  "atomic_forces_ev_per_a": [[-3.42, 0.08, -0.14], [-2.12, -0.53, 3.43], [-1.09, 2.75, -1.90], [3.32, -2.17, 1.49], [-2.74, -2.08, 2.76], [1.76, 4.14, -1.31], [0.46, -2.97, -3.57], [0.32, 0.86, 0.29], [-3.64, -2.41, -0.31], [0.52, 0.08, 4.35], [-4.69, 2.24, 0.27], [0.02, 2.83, -2.01], [0.69, -0.26, -0.52], [1.97, 2.88, -5.02], [4.62, -6.64, 0.78], [4.02, 1.20, 1.40]],
  "total_energy_ha": -413.0834,
  "charge": 0
}

=====

[2]
{
  "formula": "C3H8N4O",
  "method": "wB97M-V/def2-TZVPD",
  "species": ["N", "C", "N", "C", "N", "N", "C", "O", "H", "H", "H", "H", "H", "H", "H", "H"],
  "positions_angstrom": [[1.31013, -0.44160, 1.32864], [1.09249, 0.53671, 0.35909], [1.73594, 0.33545, -0.84239], [0.04760, 1.41996, 0.40114], [-1.26302, 1.05316, 0.84515], [-1.73846, 0.69928, -0.45996], [-1.49955, -0.45486, -0.97697], [-1.02342, -1.51774, -0.22096], [0.50066, -0.70443, 1.87557], [1.83701, -1.24751, 1.00211], [1.06994, 0.66308, -1.62021], [2.73174, 0.19337, -0.72746], [0.07267, 2.31713, -0.19704], [-1.18678, 0.21649, 1.42734], [-2.18214, -0.74206, -1.76995], [-1.50482, -2.32645, -0.42412]],
  "atomic_forces_ev_per_a": [[0.59, -0.16, 0.09], [-2.14, -0.20, 0.11], [-1.09, 1.12, -0.06], [2.06, 0.13, 0.65], [0.09, -0.27, -0.20], [-0.37, -0.85, -1.18], [-2.55, -0.14, 2.55], [0.39, 0.41, -0.15], [0.22, 0.10, 0.09], [-0.55, 0.16, -0.04], [2.82, -0.60, 1.21], [-0.05, 0.27, -1.49], [-0.05, -0.20, -0.35], [-0.14, -0.04, -0.19], [0.70, 0.17, -0.76], [0.07, 0.09, -0.28]],
  "total_energy_ha": -413.2349,
  "smiles": "NC(N)=CN/N=C\\O",
  "charge": 0
}

=====

[3]
{
  "formula": "C3H8N4O",
  "method": "wB97M-V/def2-TZVPD",
  "species": ["N", "N", "C", "C", "N", "C", "N", "O", "H", "H", "H", "H", "H", "H", "H", "H"],
  "positions_angstrom": [[0.66621, 2.09832, -0.00130], [0.62391, 0.71907, -0.57632], [1.48095, -0.13374, 0.31239], [0.96038, -1.59022, -0.07277], [-0.61170, -1.04986, -0.48075], [-0.64613, 0.30972, -0.39760], [-1.75553, 0.87310, 0.07272], [-2.69501, -0.24379, 0.18389], [-0.27974, 1.95959, 0.54699], [0.46811, 2.61984, -0.74257], [2.70382, 0.35427, 0.17810], [1.09859, -0.01263, 1.35880], [1.74358, -2.10411, -0.82152], [0.95894, -2.13549, 1.13930], [-1.33804, -1.85605, -0.31507], [-3.37835, 0.19201, -0.38429]],
  "atomic_forces_ev_per_a": [[-1.26, -4.44, 4.37], [1.96, 3.22, 1.50], [1.28, 0.78, -0.84], [0.31, 1.18, 2.37], [2.94, -6.10, 0.32], [-3.04, -4.14, 1.40], [1.82, -0.26, -1.32], [-1.07, 2.18, -0.87], [2.23, 1.94, -0.52], [-1.08, 3.20, -3.82], [-3.87, -2.16, 0.44], [0.81, 0.50, -0.67], [-2.72, 0.82, 1.30], [-0.32, 0.97, -4.29], [1.75, 3.30, -0.29], [0.26, -0.99, 0.93]],
  "total_energy_ha": -413.1253,
  "smiles": "NN1CCN/C1=N\\O",
  "charge": 0
}

=====

[4]
{
  "formula": "C3H8N4O",
  "method": "wB97M-V/def2-TZVPD",
  "species": ["C", "C", "C", "H", "H", "H", "H", "H", "H", "H", "H", "N", "N", "N", "N", "O"],
  "positions_angstrom": [[2.35133, 2.15393, 0.09033], [0.99148, 0.02827, -0.20128], [-1.44912, -0.01127, -0.19539], [2.39536, 2.59970, -1.13638], [3.33502, 1.25672, 0.47034], [2.11285, 3.13016, 0.94596], [2.88552, -0.56914, -0.34868], [-0.15062, -1.54265, -0.02087], [-1.28327, 1.00879, -0.42083], [-3.32767, -2.23300, 0.17744], [-2.67666, -1.56176, 1.78942], [1.91028, -0.88670, -0.21644], [-0.24543, -0.50024, 0.05110], [-2.57906, -0.47173, -0.10440], [-2.39615, -1.87273, 0.40105], [1.06498, 1.37567, -0.06719]],
  "atomic_forces_ev_per_a": [[-0.04, -0.37, -1.13], [2.74, -0.59, 1.78], [2.32, 4.07, -0.68], [0.80, -1.10, 4.09], [-3.15, 3.35, -1.28], [0.85, -3.43, -2.78], [-0.95, 0.07, 0.15], [-0.31, 1.30, 0.51], [-0.85, 1.44, -0.64], [0.24, -0.32, 0.26], [1.05, -1.50, -4.81], [0.36, 1.47, -0.91], [0.90, -4.04, -0.02], [-2.25, -3.04, 0.71], [-2.37, 2.14, 4.39], [0.63, 0.57, 0.36]],
  "total_energy_ha": -413.1490,
  "charge": 0
}

=====

[5]
{
  "formula": "C3H8N4O",
  "method": "wB97M-V/def2-TZVPD",
  "species": ["H", "N", "C", "C", "N", "C", "O", "N", "N", "H", "H", "H", "H", "H", "H", "H"],
  "positions_angstrom": [[-1.50881, 1.51938, -1.01067], [-0.61021, 1.08950, -0.73507], [-0.89745, -0.04574, -0.16221], [-2.30104, -0.54550, 0.13048], [0.12576, -0.93410, 0.20450], [1.48712, -0.88039, -0.10384], [2.09953, -1.92683, -0.32842], [2.13432, 0.36726, -0.25148], [1.90932, 1.52635, 0.37980], [-2.29670, -1.08446, 1.10776], [-2.72558, -1.20714, -0.66717], [-3.07884, 0.30613, 0.30270], [-0.20274, -1.84455, 0.38875], [3.09161, 0.21007, -0.46706], [1.60364, 1.45796, 1.33565], [1.17007, 1.99205, -0.12372]],
  "atomic_forces_ev_per_a": [[0.63, -0.05, 0.33], [-1.44, -1.58, 0.44], [0.69, 1.64, -1.07], [-1.49, 0.52, 0.85], [-0.58, 1.75, 0.03], [1.40, 0.11, -1.10], [-0.76, 1.19, 0.50], [-0.51, -3.75, -0.29], [-0.74, 2.38, 0.56], [-0.03, 0.10, -0.80], [0.60, 0.47, 0.65], [1.67, -1.26, -0.56], [0.00, -1.14, 0.25], [0.67, -0.27, -0.20], [0.10, -0.44, 0.40], [-0.22, 0.34, 0.01]],
  "total_energy_ha": -413.3601,
  "smiles": "[H]/N=C(\\C)NC(=O)NN",
  "charge": 0
}

=====

[6]
{
  "formula": "C3H8N4O2",
  "method": "wB97M-V/def2-TZVPD",
  "species": ["C", "N", "C", "N", "H", "H", "H", "H", "C", "N", "O", "O", "N", "H", "H", "H", "H"],
  "positions_angstrom": [[1.95625, 0.25182, -1.04668], [1.08710, 0.40961, 0.11307], [0.44089, -0.97263, 0.81410], [0.84944, -1.62742, 1.72995], [1.43085, 1.09409, 0.78817], [2.06771, 1.18844, -1.59738], [1.51989, -0.49728, -1.70732], [2.94151, -0.10159, -0.72978], [-0.88302, -0.72689, 0.09249], [-1.26201, 1.58412, 0.41000], [-1.03147, -1.51723, -1.04170], [-1.96716, -0.84529, 0.95746], [-0.65869, 0.70399, -0.37072], [-1.88655, -1.29815, -1.43894], [-1.66431, -1.48013, 1.63329], [-1.36426, 2.52194, 0.05540], [-1.57618, 1.31261, 1.33857]],
  "atomic_forces_ev_per_a": [[-0.08, 0.00, 0.00], [-1.08, 0.21, -0.55], [-0.19, -0.40, 0.55], [-0.20, 0.38, -0.58], [-0.16, -0.01, -0.07], [0.00, -0.02, 0.06], [-0.02, 0.03, 0.05], [-0.10, 0.03, 0.04], [0.22, -0.12, -0.14], [0.13, -0.20, 0.03], [0.01, 0.19, 0.23], [0.32, 0.07, -0.14], [1.02, -0.16, 0.73], [0.06, -0.07, 0.03], [-0.03, 0.14, -0.08], [0.07, -0.21, 0.12], [0.05, 0.13, -0.27]],
  "total_energy_ha": -488.4561,
  "charge": 0
}

=====

Record order is preserved below.
ΔE to the lowest compared entry with this formula, charge and spin: 208.7, 113.7, 182.4, 167.6, 35.1, 116.5 kcal/mol
Record order is preserved below.
HOMO: -0.33537, -0.25863, -0.32962, -0.32264, -0.34853, -0.28423 Ha
Record order is preserved below.
Kohn-Sham gap: 9.67, 7.47, 9.81, 9.23, 10.09, 8.33 eV